# 1
C4H9N2O2 | ωB97M-V/def2-TZVPD

## Properties
- SMILES = O=CNCCNC[O-]
- HOMO (Eh) = -0.11056
- E_LUMO (hartree) = 0.1357
- relative energy (zero: lowest compared OMol25 entry of this formula, charge and spin) (kcal per mole) = 53.5

The geometry in ORCA input format:
```
! RIJCOSX wB97M-V def2-TZVPD def2/J DEFGRID3
* xyz -1 1
O -1.6725 -2.9663 1.9623
C -1.4621 -1.8237 1.5823
N -0.7619 -1.4108 0.5290
C -0.6664 0.0087 0.0602
C 0.8036 0.4256 0.2110
N 1.3764 0.5424 -1.1449
C 0.9342 1.9448 -1.8248
O 1.1623 2.9997 -1.1177
H -1.8938 -0.9806 2.1457
H -0.2161 -2.0284 -0.0602
H -1.3288 0.6257 0.6475
H -0.9396 0.0414 -0.9925
H 1.4643 -0.2072 0.7957
H 0.8156 1.4116 0.7081
H 2.3802 0.4050 -1.1039
H -0.1520 1.7398 -2.0026
H 1.4997 1.8401 -2.7835
*
```

***

# 2
C11H40MnN18O11 | ωB97M-V/def2-TZVPD

## Properties
- HOMO (spin up / spin down) (Eh) = -0.35873 / -0.35873
- E_LUMO (spin up / spin down) (hartree) = -0.0564 / -0.0857
- relative energy (zero: lowest compared OMol25 entry of this formula, charge and spin) (kcal per mole) = 22.6

The geometry in ORCA input format:
```
! RIJCOSX wB97M-V def2-TZVPD def2/J DEFGRID3
* xyz 0 6
Mn -2.1377 -1.9302 -0.7447
O -1.1079 -0.3216 -1.6009
C -0.0692 -0.0487 -0.6790
C -0.4532 -0.2770 0.7602
O -1.0561 -1.5347 0.9808
H 0.3960 0.9172 -0.9189
H 0.7336 -0.7827 -0.8860
H -1.1145 0.5453 1.0884
H 0.4285 -0.1903 1.4056
C 1.6566 0.7470 5.2016
O 2.2234 1.8098 5.0252
N 1.4856 0.1655 6.4247
N 1.3131 -0.0649 4.1362
H 0.9359 -0.6682 6.5093
H 1.9688 0.5570 7.2098
H 0.9932 -1.0096 4.2640
H 1.0731 0.3339 3.2498
C -3.0652 2.8891 -2.1810
O -4.0550 3.4718 -2.5653
N -3.1103 1.8690 -1.2512
N -1.7684 3.0517 -2.6220
H -2.3101 1.2556 -1.1752
H -4.0083 1.6731 -0.8521
H -0.9890 2.6642 -2.1200
H -1.5550 3.8079 -3.2494
C 0.3208 0.6136 -5.3495
O 0.7988 0.4901 -6.4626
N 0.7097 -0.1797 -4.2919
N -0.5394 1.6177 -5.0194
H 0.1455 -0.2325 -3.4525
H 1.5126 -0.7527 -4.4537
H -0.6567 2.3536 -5.6927
H -0.7779 1.8314 -4.0659
C 3.9522 -1.2275 -1.9932
O 4.2018 -0.7831 -0.8804
N 2.8322 -1.9896 -2.2087
N 4.6612 -0.9016 -3.1155
H 2.0661 -1.8804 -1.5702
H 2.5515 -2.3006 -3.1222
H 5.4640 -0.3022 -3.0417
H 4.4973 -1.4640 -3.9307
C 4.7946 2.8968 -1.7383
O 5.3015 4.0016 -1.8419
N 3.5059 2.6414 -2.1279
N 5.4584 1.8459 -1.1629
H 3.0401 1.8062 -1.8160
H 2.9109 3.4381 -2.2649
H 6.3374 2.1214 -0.7650
H 4.9832 0.9802 -0.9467
C -3.4321 -1.8379 -3.7266
O -2.8671 -2.1970 -2.6828
N -4.5604 -2.4335 -4.1871
N -2.9036 -0.8649 -4.4954
H -4.8011 -3.3128 -3.7618
H -4.8703 -2.2826 -5.1309
H -2.1738 -0.3211 -4.0584
H -3.4176 -0.4590 -5.2574
C -3.0664 2.7757 4.7406
O -3.8907 2.5369 5.6005
N -2.3017 3.9241 4.7717
N -2.8659 1.9862 3.6345
H -2.6586 4.6454 5.3708
H -1.7725 4.1899 3.9611
H -3.4121 1.1609 3.4807
H -1.9918 2.1298 3.1617
C 2.3325 -3.8558 2.0640
O 2.8624 -4.8209 2.5844
N 3.0444 -2.8025 1.5442
N 0.9913 -3.5821 2.2507
H 4.0456 -2.7723 1.5125
H 2.5804 -2.1885 0.8957
H 0.4297 -4.3647 2.5312
H 0.5904 -2.7659 1.8133
C -2.7602 -2.1488 4.1361
O -3.2529 -2.4956 5.1870
N -3.4706 -1.5450 3.1316
N -1.4571 -2.3573 3.7972
H -4.4462 -1.4107 3.3315
H -3.0861 -1.3513 2.2231
H -1.0333 -2.1013 2.9207
H -0.8636 -2.6313 4.5602
*
```

***

# 3
C16H18BeN2O5 | ωB97M-V/def2-TZVPD

## Properties
- HOMO (spin up / spin down) (Eh) = -0.53507 / -0.53509
- E_LUMO (spin up / spin down) (hartree) = -0.4064 / -0.4089
- relative energy (zero: lowest compared OMol25 entry of this formula, charge and spin) (kcal per mole) = 92.9

The geometry in ORCA input format:
```
! RIJCOSX wB97M-V def2-TZVPD def2/J DEFGRID3
* xyz 2 1
Be 0.0609 -2.1233 -1.6793
O -1.8315 -3.5569 0.2820
C -1.1647 -3.0576 -0.5692
C -0.4961 -2.5320 -3.2569
O -0.5566 -2.5225 -4.4034
C -1.7038 -1.9617 -1.8917
O -2.8201 -1.7013 -2.1785
C 0.0725 -3.9135 -1.3808
O 0.4811 -4.9978 -1.2229
C -2.1702 -6.3741 -3.4548
H -1.6499 -7.0670 -2.7747
H -3.2143 -6.1321 -3.2002
C -1.6005 -5.9393 -4.5773
H -2.1465 -5.3128 -5.2993
H -0.5871 -6.2533 -4.8736
C -1.8242 4.0269 3.0820
C -0.4288 3.4925 3.3694
N 0.3258 2.8999 2.2337
C 1.0193 3.9177 1.3956
C 2.2983 4.4261 2.0673
C -0.1324 1.6966 1.7184
O -1.2304 1.2313 2.0363
C 0.7319 0.8976 0.7872
C 2.1281 0.9860 0.7221
C 2.7876 0.1826 -0.2203
C 2.0826 -0.7640 -0.9537
N 0.7385 -0.9375 -0.7562
C 0.0777 -0.1401 0.1224
H -1.8524 4.6913 2.2044
H -2.1802 4.5646 3.9723
H -2.4803 3.1697 2.9062
H 0.2365 4.2770 3.7304
H -0.5247 2.7187 4.1475
H 1.2530 3.4520 0.4273
H 0.2994 4.7623 1.2485
H 2.8698 3.6094 2.5361
H 2.9147 4.8726 1.2769
H 2.0967 5.2208 2.8074
H 2.6754 1.6130 1.4282
H 3.8639 0.2669 -0.3824
H 2.5734 -1.3696 -1.7299
H -0.9924 -0.3192 0.3031
*
```

***

# 4
C47H106F6N6O5 | ωB97M-V/def2-TZVPD

## Properties
- SMILES = CCOC(=O)C(F)(F)F.CCOC(=O)C(F)(F)F.CCN(CC)CC.CCN(CC)CC.CCN(CC)CC.CCN(CC)CC.CCN(CC)CC.CCN(CC)CC.CC(C)=O
- HOMO (Eh) = -0.28987
- E_LUMO (hartree) = 0.0192
- relative energy (zero: lowest compared OMol25 entry of this formula, charge and spin) (kcal per mole) = 51.3

The geometry in ORCA input format:
```
! RIJCOSX wB97M-V def2-TZVPD def2/J DEFGRID3
* xyz 0 1
C -20.3033 14.0557 -3.8794
C -19.1608 13.0705 -3.9267
O -18.1725 13.4293 -3.0732
C -17.1261 14.1079 -3.5315
O -16.9870 14.5070 -4.7075
C -16.2137 14.5986 -2.4203
F -16.1281 15.9190 -2.5982
F -16.7246 14.2633 -1.1726
F -14.9847 14.1628 -2.5301
H -19.9125 14.9584 -4.3492
H -20.6319 14.2062 -2.8511
H -21.1503 13.6314 -4.4184
H -18.8197 12.9311 -4.9525
H -19.5541 12.0996 -3.6253
C -8.8628 11.9039 1.6908
C -9.1447 12.6531 0.4304
O -10.3531 12.2971 -0.2346
C -10.6129 12.8250 -1.4601
O -10.0389 13.7369 -2.0070
C -11.8098 12.0587 -2.2146
F -11.8037 10.7137 -1.9968
F -12.9553 12.4060 -1.6383
F -11.8374 12.3134 -3.4833
H -7.8482 12.0154 2.0733
H -8.8800 10.8431 1.4404
H -9.6615 12.1811 2.3788
H -8.2771 12.3635 -0.1625
H -9.2741 13.7134 0.6471
C -7.0460 15.9213 0.9372
C -6.0560 16.4848 1.9717
N -5.5614 17.8252 1.5550
C -5.1366 18.5418 2.7783
C -6.4006 19.2174 3.4599
C -4.4361 17.8888 0.6817
C -3.1670 17.0591 1.0412
H -6.9579 16.0054 -0.1459
H -8.0418 16.2888 1.1849
H -6.9328 14.8669 1.1895
H -6.6189 16.6615 2.8882
H -5.2623 15.7633 2.1656
H -4.7912 17.7874 3.4852
H -4.3509 19.2820 2.6272
H -7.2981 18.6088 3.3495
H -6.0771 19.3967 4.4852
H -6.5381 20.1854 2.9780
H -4.0643 18.9029 0.5350
H -4.7028 17.6386 -0.3451
H -2.6495 16.8066 0.1158
H -3.4285 16.0963 1.4803
H -2.5779 17.6228 1.7646
C -7.7486 12.1181 6.9605
C -8.2019 11.4707 5.6298
N -7.8365 10.0821 5.5775
C -8.9228 9.3245 4.9010
C -10.2693 9.2806 5.5654
C -6.5107 10.0458 4.8351
C -6.1675 8.5718 4.4619
H -6.6615 12.1377 7.0374
H -8.0861 11.5697 7.8400
H -8.1339 13.1347 7.0391
H -9.2816 11.5671 5.5162
H -7.8303 12.0332 4.7733
H -9.0879 9.5626 3.8502
H -8.6279 8.2763 4.8535
H -10.2440 9.2199 6.6534
H -10.8404 10.1872 5.3656
H -10.8915 8.4350 5.2722
H -5.7481 10.6287 5.3516
H -6.5393 10.6124 3.9044
H -5.2190 8.5683 3.9250
H -6.8721 8.1316 3.7562
H -6.1221 8.0592 5.4228
C -14.7565 11.9691 -5.7063
C -13.7439 10.8513 -5.1423
N -13.8439 9.5739 -5.7537
C -13.6555 9.5673 -7.1723
C -14.2451 8.3599 -7.8367
C -13.0892 8.5071 -4.9739
C -11.5869 8.5993 -5.1845
H -14.4465 13.0006 -5.5394
H -15.7833 11.7473 -5.4154
H -14.9808 11.8822 -6.7695
H -12.7773 11.2481 -5.4524
H -13.7680 10.8067 -4.0535
H -14.0891 10.4491 -7.6442
H -12.6045 9.6557 -7.4474
H -13.6201 7.5128 -7.5542
H -15.2250 8.2666 -7.3684
H -14.3642 8.4122 -8.9189
H -13.5179 7.5329 -5.2089
H -13.2151 8.5481 -3.8919
H -11.2423 8.5459 -6.2173
H -11.1664 7.8030 -4.5704
H -10.9915 9.4387 -4.8253
C -7.1335 8.5000 0.3568
C -6.0110 9.4348 0.7837
N -5.9968 10.6443 -0.1427
C -5.9055 10.2140 -1.5935
C -7.2820 10.4910 -2.2669
C -4.8675 11.5245 0.2939
C -4.9188 12.9495 -0.3154
H -7.0269 8.0764 -0.6418
H -8.1445 8.9059 0.3205
H -7.3213 7.7908 1.1628
H -6.2447 9.8588 1.7603
H -5.0063 9.0144 0.7397
H -5.5382 9.2047 -1.7792
H -5.2884 10.8727 -2.2046
H -8.1579 10.0235 -1.8172
H -7.2939 10.4771 -3.3567
H -7.4992 11.5386 -2.0580
H -5.0425 11.7367 1.3486
H -3.9315 10.9790 0.1744
H -5.8683 13.4633 -0.1651
H -4.1018 13.5231 0.1222
H -4.6957 12.8615 -1.3787
C -14.5489 14.3500 1.2406
C -14.4668 15.0605 2.5851
N -13.6894 14.1668 3.5583
C -12.3059 14.4911 3.6950
C -11.6333 13.4185 4.5841
C -14.2477 14.0266 4.9410
C -15.7101 13.4754 4.9092
H -13.5974 14.2681 0.7153
H -15.4159 14.7162 0.6908
H -14.7794 13.3026 1.4355
H -14.0139 16.0403 2.4336
H -15.4100 15.3163 3.0678
H -11.8041 14.4743 2.7275
H -12.3456 15.5401 3.9887
H -10.5496 13.3146 4.5320
H -11.8217 13.3635 5.6563
H -11.9155 12.3962 4.3320
H -14.1983 14.9709 5.4832
H -13.7136 13.3896 5.6461
H -15.8246 12.7547 5.7188
H -16.0051 13.0640 3.9439
H -16.5067 14.1953 5.0971
C -9.3421 3.5483 0.4278
C -10.4006 4.4857 1.1382
N -10.3825 5.8979 0.7268
C -11.3515 6.7946 1.3638
C -10.9644 8.2730 1.4234
C -10.0814 6.1921 -0.7410
C -11.1747 5.8382 -1.7061
H -9.1901 2.7521 1.1565
H -8.4144 4.0439 0.1414
H -9.8502 3.0828 -0.4167
H -11.4018 4.0748 1.0083
H -10.0822 4.5070 2.1804
H -12.2694 6.7729 0.7762
H -11.6987 6.4409 2.3346
H -11.6746 8.9075 1.9535
H -10.0919 8.2210 2.0746
H -10.6792 8.6660 0.4475
H -9.0742 5.8086 -0.9038
H -9.9800 7.2772 -0.7604
H -11.2082 4.7539 -1.8117
H -11.1141 6.3552 -2.6638
H -12.1816 5.9128 -1.2954
C -7.1043 13.7310 -4.9110
C -8.0163 12.7037 -5.5338
C -9.4645 13.0572 -5.6055
O -7.6309 11.6169 -5.9119
H -7.2721 14.6339 -5.4980
H -6.0818 13.3534 -4.9103
H -7.4569 13.7679 -3.8802
H -9.5268 13.7952 -6.4051
H -9.8553 13.2993 -4.6171
H -10.0204 12.1634 -5.8889
*
```

***

# 5
C4H6CsO3 | ωB97M-V/def2-TZVPD

## Properties
- HOMO (spin up / spin down) (Eh) = -0.17225 / -0.29905
- E_LUMO (spin up / spin down) (hartree) = -0.0357 / -0.0358
- relative energy (zero: lowest compared OMol25 entry of this formula, charge and spin) (kcal per mole) = 64.6

The geometry in ORCA input format:
```
! RIJCOSX wB97M-V def2-TZVPD def2/J DEFGRID3
* xyz 0 2
O -1.0285 1.4704 -0.2877
O 0.2901 -0.2844 -0.3608
O -1.9561 -0.5786 -0.1588
C 0.4596 -1.6322 -0.5200
C 1.9212 -1.9008 -0.6111
C -1.0096 0.2107 -0.2010
H 2.1506 -2.4246 -1.5571
H 2.5368 -0.9845 -0.5762
H 2.2100 -2.5823 0.2034
Cs -2.6725 -3.5861 -0.7335
C -0.7449 2.9374 1.0702
H -1.6695 2.8814 1.6508
H -0.6387 3.8392 0.4644
H 0.1515 2.6344 1.6173
*
```

***

# 6
C6H4S | ωB97M-V/def2-TZVPD

## Properties
- HOMO (spin up / spin down) (Eh) = -0.30715 / -0.31300
- E_LUMO (spin up / spin down) (hartree) = -0.0513 / -0.0830
- relative energy (zero: lowest compared OMol25 entry of this formula, charge and spin) (kcal per mole) = 119.4

The geometry in ORCA input format:
```
! RIJCOSX wB97M-V def2-TZVPD def2/J DEFGRID3
* xyz 0 1
C -0.7035 0.0872 -1.1185
C -0.5844 1.2460 1.0528
C -0.1443 0.2477 0.1533
C -0.2418 -0.6616 -2.0946
C 1.0762 -0.5902 0.5132
C 1.5031 -1.4309 -0.3739
S -1.9930 1.9111 0.6728
H -1.6856 0.6446 -1.2587
H -0.0397 1.4351 1.9512
H 1.4991 -0.6276 1.5631
H 1.3140 -2.2616 -1.0606
*
```

***

# 7
C17H18N5O2Os | ωB97M-V/def2-TZVPD

## Properties
- HOMO (Eh) = -0.66992
- E_LUMO (hartree) = -0.4607

The geometry in ORCA input format:
```
! RIJCOSX wB97M-V def2-TZVPD def2/J DEFGRID3
* xyz 3 1
Os -0.3118 -1.1545 0.0026
O -1.5085 -3.6831 2.7835
C -1.4531 -3.0171 1.8090
N -0.2276 -2.4609 1.2767
C 1.0371 -2.9509 1.8002
C 2.0656 -2.5078 0.8079
C 3.4001 -2.8539 0.8394
C 4.2215 -2.4539 -0.2060
C 3.6933 -1.7093 -1.2616
C 2.3620 -1.3754 -1.2418
N 1.5694 -1.7433 -0.2062
C -2.5487 -2.6786 0.8456
C -3.8333 -3.1385 0.9650
C -4.7328 -2.8373 -0.0641
C -4.3078 -2.0928 -1.1571
C -2.9970 -1.6539 -1.2173
N -2.1379 -1.9252 -0.2138
H 1.0009 -4.0418 1.8851
H 1.2220 -2.5607 2.8071
H 3.7839 -3.4528 1.6548
H 5.2663 -2.7384 -0.2125
H 4.3106 -1.3997 -2.0933
H 1.8937 -0.8057 -2.0336
H -4.1157 -3.7339 1.8242
H -5.7523 -3.1995 -0.0144
H -4.9809 -1.8564 -1.9699
H -2.6191 -1.0782 -2.0521
N -0.2325 0.7436 -0.4611
C -0.1817 1.9275 -0.5445
N -0.1285 3.1750 -0.6319
C 0.7416 3.9013 -1.6411
C 1.6480 4.8473 -0.8776
O 0.8915 5.7052 -0.0586
C 0.2046 5.0077 0.9518
C -0.8400 4.0986 0.3358
H 0.0461 4.4411 -2.2840
H 1.2855 3.1566 -2.2191
H 2.1869 5.4719 -1.5899
H 2.3857 4.2917 -0.2838
H -0.2917 5.7461 1.5810
H 0.9027 4.4373 1.5778
H -1.5450 4.6623 -0.2754
H -1.3735 3.4904 1.0635
*
```

***

# 8
C41H49BClLaN15O6S2 | ωB97M-V/def2-TZVPD

## Properties
- HOMO (spin up / spin down) (Eh) = -0.25569 / -0.25568
- E_LUMO (spin up / spin down) (hartree) = -0.0521 / -0.1258
- relative energy (zero: lowest compared OMol25 entry of this formula, charge and spin) (kcal per mole) = 31.2

The geometry in ORCA input format:
```
! RIJCOSX wB97M-V def2-TZVPD def2/J DEFGRID3
* xyz 0 2
La -0.8802 -1.0188 -0.0021
C 0.1373 -5.8436 -0.2569
C -0.4524 -4.7036 0.3510
N 0.1968 -3.6146 0.0288
N 1.2683 -3.9931 -0.6725
C 1.2689 -5.3400 -0.8535
B 2.2871 -2.8934 -1.0431
N 2.5394 -1.9570 0.1815
C 3.6649 -1.8069 0.8538
C 3.4709 -0.7671 1.8101
C 2.1390 -0.3536 1.5721
N 1.5809 -1.0971 0.6287
N 1.6389 -2.1375 -2.2042
C 2.1027 -2.0197 -3.4806
C 1.1967 -1.3560 -4.2854
C 0.1382 -1.1335 -3.3558
N 0.4054 -1.5526 -2.1285
N 3.6161 -3.4768 -1.4437
C 4.4547 -4.3119 -0.7860
C 5.7657 -3.9989 -1.0350
C 5.5851 -2.8696 -1.9052
N 4.3609 -2.5287 -2.0188
H 0.0067 -6.8912 -0.0835
H -1.3457 -4.5555 0.9975
H 2.0933 -5.7993 -1.3720
H 4.4492 -2.4641 0.6142
H 4.1108 -0.4646 2.5687
H 1.5454 0.3577 2.1610
H 3.1223 -2.3688 -3.7233
H 1.3364 -1.2125 -5.3258
H -0.7424 -0.5268 -3.5377
H 4.0439 -5.1522 -0.2077
H 6.6344 -4.5497 -0.7213
H 6.3793 -2.3075 -2.4014
C -0.0189 -0.7354 5.8050
N 0.1441 -1.6998 4.7186
C 1.5538 -2.1641 4.7079
C -0.6307 -1.5723 3.5776
N -0.4736 -2.0981 2.4114
N -1.8617 -0.9896 3.8760
C -2.9347 -1.1308 2.9313
N -4.0866 -0.7118 3.5015
N -2.8010 -1.3364 1.7094
H 0.4116 -1.1341 6.6624
H -1.0127 -0.3836 5.9761
H 0.5532 0.1989 5.6097
H 1.6968 -2.6918 5.5842
H 2.2051 -1.2696 4.5929
H 1.7328 -2.8431 3.8640
H 0.3557 -2.6683 2.3003
H -2.0409 -0.1893 4.4871
H -4.0841 -0.6649 4.5084
H -4.9642 -0.9210 3.1165
H -3.7117 -1.3710 1.2263
C -2.2800 6.3398 1.0789
C -2.0264 5.4948 -0.1721
C -0.6059 4.8744 -0.1602
C -2.0558 6.3044 -1.4411
C -3.0166 4.2930 -0.3456
C -4.3904 4.5319 -0.3831
C -5.3658 3.5388 -0.3602
C -4.9543 2.2594 -0.6524
S -5.8430 0.7522 -1.0265
C -4.2630 -0.1458 -1.0402
N -3.2418 0.5368 -0.7526
C -3.5889 1.9188 -0.6127
C -2.6370 2.9514 -0.3500
C -4.1825 -1.6180 -1.2878
C -5.3092 -2.3673 -1.2928
C -5.3024 -3.6956 -1.6220
C -3.9917 -4.1852 -1.9446
C -2.8361 -3.4417 -1.8827
C -2.9418 -2.1209 -1.6163
H -1.4577 6.9843 1.3403
H -2.4958 5.7474 1.9253
H -3.1655 6.8909 0.8153
H -0.0361 5.7979 -0.3761
H -0.5793 4.1365 -0.9622
H -0.2408 4.4063 0.7636
H -1.3077 7.0996 -1.4082
H -2.9708 6.8175 -1.5802
H -1.8921 5.6628 -2.3233
H -4.7428 5.6049 -0.2034
H -6.3642 3.8863 -0.4044
H -1.6369 2.6678 -0.5106
H -6.3198 -2.0136 -1.0429
H -6.2123 -4.2126 -1.8215
H -4.0319 -5.2288 -2.1889
H -1.8099 -3.8857 -2.0525
N 2.4406 2.8875 -0.0897
C 3.1709 2.3319 -1.2002
C 4.0978 1.3393 -0.9391
C 4.7838 0.6664 -1.9474
C 4.5187 1.0105 -3.2404
C 3.4702 1.9322 -3.5718
C 2.8105 2.5847 -2.5456
S 5.3983 0.1875 -4.6151
O 6.1976 -0.9408 -4.1570
O 4.1592 -0.2345 -5.3790
O 6.2055 1.2627 -5.2280
H 2.7926 2.7465 0.8668
H 1.9851 3.7920 -0.1944
H 4.2718 1.0835 0.1216
H 5.5096 -0.1251 -1.7799
H 3.1743 2.2176 -4.6087
H 2.0804 3.3171 -2.9008
Cl -2.6764 2.3115 4.7684
C -2.2487 2.3334 2.9905
C -0.9378 1.6128 2.7055
O -0.0587 1.5472 3.5334
O -0.8739 1.1286 1.5401
H -2.2166 3.3505 2.6702
H -3.1323 1.9140 2.5554
O 0.0511 1.2049 -1.0888
H 0.3992 1.3412 -1.9692
H 0.5724 1.6986 -0.4926
*
```